Entry 1:
Here is a molecular structure, C46H61MnN9O2P from the OMol25 dataset. Energies are from ωB97M-V with the def2-TZVPD basis set.

Geometry as XYZ:
```
120
Properties=species:S:1:pos:R:3:lowdin_charge:R:1
Mn -0.368 0.092 0.729 0.6691
N 2.030 -1.622 2.556 0.1353
C 0.838 -1.399 3.270 -0.3012
C 0.809 -1.848 4.596 -0.0102
C -0.272 -1.550 5.391 -0.0499
C -1.321 -0.822 4.848 -0.0410
C -1.231 -0.443 3.526 -0.0856
N -0.176 -0.712 2.729 0.0802
C 2.066 -2.136 1.216 -0.2959
C 3.331 -2.968 0.911 -0.0620
C 4.045 -2.821 -0.453 -0.1090
C 3.491 -1.813 -1.486 -0.1019
C 2.228 -0.997 -1.141 -0.1001
N 1.550 -1.200 0.189 0.0623
H 2.721 -2.064 3.145 0.1255
H 1.640 -2.427 4.979 0.1174
H -0.301 -1.892 6.417 0.1160
H -2.195 -0.561 5.425 0.1114
H -2.038 0.096 3.060 0.0860
H 3.980 -3.136 1.770 0.1451
H 5.127 -2.915 -0.421 0.1421
H 4.229 -1.275 -2.074 0.1421
H 2.212 0.040 -1.458 0.1196
C -1.911 -6.354 -1.140 -0.0389
C -2.688 -5.549 -2.141 -0.2081
C -3.603 -6.150 -2.997 -0.0357
C -4.341 -5.409 -3.907 -0.0732
C -4.151 -4.039 -3.991 -0.0739
C -3.225 -3.418 -3.167 -0.0349
C -2.513 -4.166 -2.237 -0.2024
N -1.556 -3.552 -1.388 0.1584
C -1.680 -2.362 -0.707 -0.3447
N -2.924 -1.875 -0.553 0.1583
C -3.302 -0.659 0.094 -0.1999
C -2.373 0.192 0.700 -0.1661
C -2.952 1.347 1.262 -0.1753
C -4.304 1.643 1.240 -0.0977
C -5.172 0.761 0.610 -0.0600
C -4.686 -0.396 0.030 -0.2271
C -5.634 -1.348 -0.653 -0.0435
N -0.654 -1.755 -0.208 0.0994
C 0.665 -2.246 -0.380 -0.3327
C 1.325 -2.096 -1.776 -0.0499
C 2.590 -2.931 -2.100 -0.1061
C 3.138 -3.937 -1.051 -0.1091
C 2.432 -4.097 0.322 -0.0808
C 1.154 -3.292 0.669 -0.2261
C 0.147 -4.004 1.533 0.0043
H -2.240 -7.391 -1.138 0.0827
H -2.036 -5.956 -0.131 0.0768
H -0.838 -6.361 -1.358 0.0845
H -3.748 -7.222 -2.934 0.1151
H -5.056 -5.902 -4.552 0.1075
H -4.709 -3.451 -4.708 0.1074
H -3.042 -2.354 -3.254 0.1146
H -0.689 -4.043 -1.242 0.1305
H -3.669 -2.455 -0.899 0.1007
H -2.287 2.060 1.750 0.0894
H -4.686 2.548 1.696 0.1011
H -6.235 0.966 0.568 0.1077
H -6.654 -0.969 -0.612 0.0810
H -5.642 -2.335 -0.179 0.0892
H -5.387 -1.495 -1.708 0.0762
H 0.637 -1.890 -2.592 0.1427
H 2.694 -3.241 -3.136 0.1402
H 3.557 -4.852 -1.460 0.1399
H 2.449 -5.102 0.739 0.1474
H 0.616 -4.336 2.462 0.0963
H -0.234 -4.899 1.035 0.0725
H -0.700 -3.367 1.791 0.0846
C 3.147 2.439 3.151 -0.0683
C 1.743 1.938 2.888 -0.2867
O 1.659 1.202 1.668 -0.1377
H 3.168 3.084 4.030 0.0815
H 3.520 3.008 2.299 0.0716
H 3.832 1.608 3.334 0.0774
H 1.046 2.768 2.774 0.1063
H 1.385 1.320 3.720 0.1065
H 2.279 0.464 1.717 0.0626
O -0.286 1.832 -0.282 -0.3023
P -0.508 3.058 -1.118 0.5795
N 0.961 3.491 -1.726 -0.1782
C 2.224 3.041 -1.114 -0.1908
C 3.284 3.760 -1.940 -0.1627
C 2.620 5.096 -2.254 -0.1674
C 1.175 4.697 -2.548 -0.1939
N -1.615 2.766 -2.277 -0.1701
C -2.257 1.451 -2.484 -0.1635
C -2.999 1.626 -3.806 -0.1628
C -3.334 3.114 -3.830 -0.1629
C -2.060 3.744 -3.280 -0.1941
N -1.052 4.442 -0.407 -0.1845
C -2.459 4.630 0.005 -0.1608
C -2.472 5.971 0.764 -0.1418
C -1.001 6.404 0.874 -0.1558
C -0.209 5.139 0.572 -0.1854
H 2.309 1.960 -1.148 0.0810
H 2.281 3.334 -0.062 0.1034
H 3.475 3.211 -2.865 0.1165
H 4.227 3.861 -1.403 0.1134
H 3.080 5.625 -3.087 0.1133
H 2.662 5.748 -1.378 0.1084
H 1.046 4.464 -3.608 0.1101
H 0.460 5.479 -2.286 0.1066
H -2.946 1.239 -1.664 0.1008
H -1.516 0.649 -2.517 0.1109
H -3.879 0.987 -3.862 0.1099
H -2.346 1.380 -4.647 0.1143
H -4.171 3.323 -3.160 0.1154
H -3.586 3.487 -4.821 0.1140
H -2.221 4.724 -2.829 0.1047
H -1.315 3.860 -4.074 0.1112
H -2.792 3.815 0.646 0.0774
H -3.105 4.639 -0.872 0.1044
H -2.923 5.845 1.747 0.1075
H -3.062 6.718 0.235 0.1069
H -0.756 6.814 1.853 0.1107
H -0.770 7.165 0.128 0.1103
H -0.076 4.532 1.476 0.1131
H 0.775 5.344 0.153 0.1026
```

multiplicity	2
electronic energy	-106801.381	eV
charge	+1



Entry 2:
Here is a single C2H3NP2 molecule at a distorted geometry from the OMol25 dataset. Energies are from ωB97M-V with the def2-TZVPD basis set.

Geometry as XYZ:
```
8
Properties=species:S:1:pos:R:3:lowdin_charge:R:1
C 0.354 1.396 0.247 -0.6739
P -0.425 -0.163 0.581 0.8056
C 1.060 -1.067 0.176 -0.7728
P 2.597 -0.264 0.099 0.8563
N 1.528 1.650 0.020 -0.1385
H -0.213 2.301 0.451 0.0542
H -1.241 -0.319 -0.536 -0.0646
H 0.826 -2.063 0.256 -0.0664
```

SMILES	C1=[PH]=CP=N1
electronic energy	-22187.237	eV
charge	0



Entry 3:
Here is a molecular structure, C22H39AlBr3ClF2ILiMgNO15S3Si2 at a distorted geometry from the OMol25 dataset. Energies are from ωB97M-V with the def2-TZVPD basis set.

Geometry as XYZ:
```
92
Properties=species:S:1:pos:R:3:lowdin_charge:R:1
C 3.167 -0.773 2.202 -0.0879
C 1.906 0.075 2.418 -0.3979
C 1.788 1.254 1.441 -0.7847
I 2.799 2.928 2.340 0.9061
Si -0.032 1.673 1.208 0.4695
C -0.690 2.228 2.878 -0.2538
C -1.933 2.988 2.585 -0.9069
O -2.206 3.429 1.523 -0.0295
Br -3.171 3.296 4.045 0.7284
O -0.944 0.311 0.827 -0.2402
Si -1.266 -0.176 -0.686 0.5145
C -1.203 1.182 -2.024 -0.1819
C -1.599 0.677 -3.350 -0.6671
O -2.185 -0.257 -3.673 0.0791
Br -1.027 1.914 -4.929 0.6591
C -3.000 -0.865 -0.681 -0.3504
C -3.285 -2.039 -1.347 -0.1204
C -4.568 -2.547 -1.306 -0.1077
C -5.486 -1.825 -0.567 -0.1649
C -5.097 -0.626 0.028 -0.2099
N -3.875 -0.111 0.000 0.0844
S 0.231 -1.671 -1.301 0.5518
C 0.032 -3.103 -0.268 -0.1254
O 1.539 -1.089 -1.074 -0.3575
O 0.022 -2.005 -2.700 -0.3848
H 3.469 -0.736 1.164 0.0666
H 3.966 -0.422 2.845 0.0706
H 2.939 -1.797 2.472 0.0621
H 1.855 0.439 3.438 0.0817
H 1.059 -0.599 2.298 0.0746
H 2.246 1.003 0.493 0.0275
H -0.215 2.811 0.295 0.0371
H -1.000 1.345 3.435 0.0800
H 0.024 2.832 3.422 0.0535
H -1.922 1.962 -1.760 0.1328
H -0.237 1.668 -2.124 0.0865
H -2.511 -2.547 -1.900 0.0812
H -4.873 -3.449 -1.807 0.1108
H -6.501 -2.166 -0.474 0.1099
H -5.848 -0.056 0.552 0.1154
H 1.015 -3.458 0.013 0.0800
H -0.504 -2.797 0.626 0.0662
H -0.548 -3.837 -0.811 0.0703
O 6.057 5.005 2.741 -0.2356
S 6.275 5.980 1.735 0.5678
O 5.761 5.716 0.382 -0.5092
O 7.788 6.315 1.626 -0.2322
C 8.758 5.231 1.450 -0.1967
C 8.750 4.651 0.052 -0.0645
C 5.706 7.555 2.251 -0.0888
H 8.584 4.465 2.204 0.1256
H 9.722 5.682 1.661 0.1348
H 7.812 4.138 -0.162 0.0636
H 9.559 3.931 -0.053 0.0963
H 8.877 5.438 -0.691 0.0891
H 6.106 7.753 3.241 0.0963
H 4.618 7.516 2.281 0.0907
H 6.036 8.305 1.536 0.0885
C -2.375 -3.445 4.581 -0.0662
C -1.978 -2.457 5.648 -0.2737
O -0.578 -2.496 5.617 0.1235
C -0.222 -2.832 4.324 -0.5259
O 0.861 -2.696 3.877 0.1932
O -1.287 -3.314 3.657 0.0759
F -2.406 -2.873 6.915 -0.0235
H -2.410 -4.467 4.962 0.1539
H -3.324 -3.206 4.109 0.0517
H -2.319 -1.436 5.477 0.1803
O -4.229 -4.244 -7.523 -0.5433
S -2.821 -4.178 -8.054 0.5951
O -1.926 -5.250 -7.835 -0.2365
O -2.223 -2.843 -7.480 -0.2722
C -2.253 -2.637 -6.034 -0.2661
C -1.227 -3.465 -5.297 -0.0355
C -2.881 -3.765 -9.752 -0.0711
H -3.261 -2.810 -5.657 0.1334
H -2.035 -1.562 -5.889 -0.0507
H -1.455 -4.528 -5.372 0.0855
H -1.213 -3.190 -4.244 0.0616
H -0.233 -3.312 -5.715 0.1063
H -3.564 -2.931 -9.900 0.0955
H -3.239 -4.648 -10.281 0.1030
H -1.872 -3.517 -10.070 0.1010
F -0.627 4.923 1.587 -0.3775
Li -2.378 -2.235 9.052 0.9240
Mg 4.457 5.626 -1.360 1.1408
Br -4.709 -6.283 -7.064 0.8431
Cl -4.452 -2.841 1.773 -0.0613
Al -2.029 0.501 -6.780 0.7585
O -4.313 -0.237 10.546 -0.0569
H -3.422 -0.300 10.905 0.0198
H -4.794 0.201 11.259 0.0602
```

electronic energy	-352310.932	eV
charge	+3



Entry 4:
Here is 3 unconnected molecules or ions with the total composition C4H13NO2 at a distorted geometry from the OMol25 dataset. Energies are from ωB97M-V with the def2-TZVPD basis set.

Geometry as XYZ:
```
20
Properties=species:S:1:pos:R:3:lowdin_charge:R:1
C 2.525 -2.164 1.076 -0.0072
C 2.235 -0.894 0.835 -0.1720
C 0.885 -0.290 0.489 -0.2620
N 0.054 -1.052 -0.421 -0.1303
C 0.601 -1.099 -1.785 -0.1176
H 3.491 -2.442 1.460 0.0465
H 1.819 -2.973 0.898 0.0538
H 3.049 -0.185 0.941 0.0899
H 1.017 0.724 0.124 0.1130
H 0.354 -0.202 1.440 0.1052
H -0.051 -1.989 -0.062 0.0882
H -0.063 -0.565 -2.488 0.0730
H 0.618 -2.104 -2.170 0.0699
H 1.539 -0.571 -1.874 0.0715
O -2.256 0.166 1.205 -0.0762
H -2.571 -0.727 1.367 0.0280
H -2.001 0.163 0.267 0.0258
O -2.605 4.305 -1.071 -0.0630
H -3.515 4.535 -0.859 0.0306
H -2.060 4.956 -0.612 0.0327
```

SMILES	C=CCNC.O.O
electronic energy	-9942.599	eV
charge	0



Among the records above, which one has the highest electronic energy? C4H13NO2



The highest electronic energy belongs to which entry? C4H13NO2



Which of these has the lowest electronic energy? C22H39AlBr3ClF2ILiMgNO15S3Si2



Among the records above, which one has the lowest electronic energy? C22H39AlBr3ClF2ILiMgNO15S3Si2